# 1
{"formula": "H42O21", "method": "ωB97M-V with the def2-TZVPD basis set", "species": ["O", "H", "H", "O", "H", "H", "O", "H", "H", "O", "H", "H", "O", "H", "H", "O", "H", "H", "O", "H", "H", "O", "H", "H", "O", "H", "H", "O", "H", "H", "O", "H", "H", "O", "H", "H", "O", "H", "H", "O", "H", "H", "O", "H", "H", "O", "H", "H", "O", "H", "H", "O", "H", "H", "O", "H", "H", "O", "H", "H", "O", "H", "H"], "positions_angstrom": [[-5.315226, -10.978190, -14.368207], [-4.540482, -11.278031, -14.831140], [-5.015783, -10.321337, -13.731428], [-3.250362, -13.223286, -14.493593], [-3.844499, -13.558047, -13.791874], [-2.498154, -12.896966, -13.997104], [-0.850627, -11.421761, -11.933789], [-0.383728, -10.574218, -11.738366], [-1.345821, -11.508610, -11.094004], [-6.053475, -12.824493, -6.042678], [-6.645513, -12.337744, -6.593348], [-5.631450, -13.423880, -6.665445], [-5.295104, -11.173021, -9.652582], [-5.655274, -11.427904, -10.527659], [-5.972756, -10.661064, -9.220501], [-0.439562, -16.912469, -12.791041], [-0.943255, -16.410471, -13.466088], [0.304033, -16.290030, -12.611648], [-1.914019, -13.479357, -7.411090], [-2.529845, -12.975010, -7.933670], [-1.864460, -13.089914, -6.538270], [-1.945139, -12.692388, -4.462108], [-2.026632, -12.049049, -3.741697], [-2.329670, -13.563674, -4.143006], [-8.266748, -10.678317, -10.261364], [-9.027804, -11.262026, -10.045296], [-7.812475, -11.160715, -10.939902], [-1.830995, -16.011022, -10.480790], [-1.413199, -16.430158, -11.229730], [-1.569454, -16.480659, -9.673192], [-4.797647, -15.142604, -8.085406], [-4.145262, -15.799065, -7.904699], [-4.625432, -14.927241, -9.004802], [-2.707595, -11.839708, -9.319542], [-3.648535, -11.504726, -9.385342], [-2.127498, -11.198000, -8.891285], [-3.063048, -8.778099, -7.142733], [-3.378195, -9.628321, -6.773470], [-3.706629, -8.096044, -6.985217], [-3.916519, -14.469445, -10.784201], [-3.210369, -15.158280, -10.768720], [-3.410103, -13.788285, -10.292213], [-6.499486, -12.028159, -11.936179], [-6.362551, -12.955473, -11.903958], [-6.452225, -11.767074, -12.863343], [-7.632616, -14.556448, -9.049477], [-6.979233, -15.130670, -8.582188], [-8.383763, -15.106028, -9.031562], [0.621185, -14.556264, -10.594570], [0.320112, -13.715736, -10.922783], [-0.178727, -14.987006, -10.278293], [-1.677863, -16.187569, -7.442298], [-1.638336, -15.225047, -7.367761], [-1.442642, -16.607750, -6.631963], [-3.598162, -15.206778, -5.138008], [-3.586035, -14.726939, -5.955682], [-3.844614, -16.068514, -5.457051], [-3.869470, -11.212308, -6.047601], [-3.328137, -11.434043, -5.305657], [-4.746816, -11.581968, -5.850640], [-0.783316, -10.113498, -8.485448], [-1.399252, -9.391316, -8.262837], [-0.299812, -10.187957, -7.654414]], "atomic_forces_ev_per_a": [[-0.924, 0.396, 0.460], [0.657, -0.467, -0.197], [0.180, 0.030, -0.129], [-0.636, -0.287, 0.460], [0.390, 0.213, -0.494], [0.344, 0.184, 0.154], [0.262, 1.084, 1.034], [-0.287, -0.935, -0.541], [-0.155, -0.344, -0.352], [0.438, -0.260, 0.597], [-0.898, 0.516, -0.605], [0.220, -0.407, -0.172], [0.402, -0.297, -0.363], [0.070, 0.150, 0.391], [-0.438, 0.220, 0.097], [0.225, 1.360, -0.375], [0.253, -0.572, 0.394], [-0.484, -0.623, 0.086], [0.814, -1.278, 0.763], [-0.507, 0.785, -0.712], [-0.060, 0.366, 0.315], [-0.589, -1.092, 0.606], [0.120, -0.508, -0.035], [0.495, 1.472, -0.441], [-1.461, -0.066, 1.044], [0.782, 0.689, -0.105], [0.575, -0.560, -0.762], [-0.046, 0.089, 1.020], [0.513, -0.648, -0.782], [-0.217, 0.009, 0.023], [-1.005, 0.565, 0.487], [0.913, -0.878, 0.325], [0.023, 0.381, -0.889], [-1.246, -0.480, -0.723], [0.953, 0.056, 0.196], [0.129, 0.288, 0.128], [0.825, -0.471, -0.300], [-0.335, 0.264, 0.055], [-0.405, 0.116, 0.158], [0.673, 0.406, 0.687], [-0.474, -0.082, -0.212], [-0.537, 0.205, -0.426], [-0.402, 1.217, -0.066], [0.210, -1.506, 0.114], [0.319, 0.009, -0.347], [2.027, 0.055, 0.627], [-0.168, 0.858, -0.469], [-1.748, -0.853, -0.147], [0.505, -0.529, -0.051], [-0.166, 0.698, -0.223], [-0.232, 0.058, 0.060], [-0.549, -0.611, -1.467], [0.045, 0.625, 0.275], [0.345, -0.084, 0.862], [0.134, 0.051, 0.703], [0.148, 0.900, -0.846], [-0.162, -0.751, 0.216], [-0.393, 0.727, -0.734], [0.649, -0.479, 0.667], [-0.034, -0.272, -0.163], [-0.145, 0.615, 0.424], [-0.121, 0.009, -0.168], [0.184, -0.323, -0.132]], "spin_multiplicity": 1, "relative_energy_kcal_mol": 73.59, "homo_energy_ev": -10.9}



# 2
{"formula": "H5NO2P2", "method": "ωB97M-V with the def2-TZVPD basis set", "species": ["N", "O", "O", "P", "P", "H", "H", "H", "H", "H"], "positions_angstrom": [[0.539611, 0.624564, 0.546852], [0.673722, -2.341455, 0.228463], [-1.244103, -1.241958, -0.598940], [-0.209230, 2.081458, 0.277585], [0.313075, -1.129861, -0.768669], [0.214267, 0.374368, 1.452688], [1.568938, -2.505056, 0.473541], [-1.590703, -0.493020, -0.038842], [-1.035648, 1.851310, -0.922699], [0.770071, 2.779650, -0.649981]], "atomic_forces_ev_per_a": [[0.097, -2.836, -1.916], [-1.044, 0.178, 0.230], [-1.882, 1.204, 0.712], [0.362, 1.835, -2.443], [1.618, 2.406, 1.440], [0.040, -0.864, 0.987], [1.207, -0.067, 0.025], [0.297, -1.155, -0.812], [0.185, -0.023, 0.715], [-0.880, -0.679, 1.061]], "spin_multiplicity": 1, "smiles": "OP(O)NP", "relative_energy_kcal_mol": 41.31, "homo_energy_ev": -8.7}



# 3
{"formula": "C26H42BrIrN6O2PSSi", "method": "ωB97M-V with the def2-TZVPD basis set", "species": ["Ir", "N", "C", "O", "C", "C", "H", "H", "H", "H", "H", "H", "Br", "C", "N", "C", "N", "C", "N", "C", "P", "C", "C", "H", "H", "H", "H", "H", "H", "H", "H", "H", "H", "H", "H", "H", "N", "C", "N", "S", "H", "H", "H", "H", "C", "C", "C", "C", "Si", "O", "C", "C", "C", "C", "C", "C", "C", "C", "C", "C", "C", "C", "H", "H", "H", "H", "H", "H", "H", "H", "H", "H", "H", "H", "H", "H", "H", "H", "H", "H", "H"], "positions_angstrom": [[-0.506788, 0.626122, 0.916082], [-4.703626, 2.077141, 0.718047], [-3.573024, 1.384786, 0.670198], [-2.540455, 1.840504, 0.138681], [-3.556941, 0.033604, 1.302005], [-2.258876, -0.664952, 0.992039], [-4.769864, 2.991622, 0.300453], [-5.510957, 1.713044, 1.196207], [-4.402624, -0.553871, 0.929903], [-3.693373, 0.169362, 2.376557], [-2.199768, -0.951958, -0.057949], [-2.081884, -1.521903, 1.629025], [1.763962, 0.710985, 1.875745], [2.244234, 5.147056, -0.228860], [1.391365, 5.171456, 1.042526], [0.143539, 6.008669, 0.771250], [-0.552414, 5.514573, -0.364026], [0.309418, 5.503301, -1.548091], [1.482440, 4.662757, -1.324185], [1.165017, 3.239695, -1.256087], [0.016599, 2.870856, 0.159843], [1.030690, 3.783001, 1.445769], [-1.208934, 4.234701, -0.141191], [3.116402, 4.520532, -0.045149], [2.564235, 6.170902, -0.423447], [1.926920, 5.609007, 1.795547], [0.467803, 7.035049, 0.599138], [-0.489008, 5.964410, 1.657446], [0.633415, 6.521757, -1.764174], [-0.251489, 5.128998, -2.402141], [2.083872, 2.662203, -1.134319], [0.702846, 2.931322, -2.195328], [1.943414, 3.220359, 1.624901], [0.469976, 3.802113, 2.382326], [-1.888965, 4.292445, 0.709596], [-1.804271, 3.975024, -1.015256], [-1.485327, 0.919640, 5.698020], [-1.027955, 0.676647, 4.474702], [-0.272450, -0.389908, 4.268032], [-1.454478, 1.762985, 3.206595], [-1.285707, 0.299025, 6.466879], [-2.103322, 1.694140, 5.870089], [0.035484, -0.976066, 5.029048], [0.136860, -0.537717, 3.357539], [3.214489, -2.027526, -0.051821], [2.321788, -3.256670, -0.141463], [2.805684, -4.239370, -1.192656], [2.049942, -3.903366, 1.210366], [0.530857, -2.493913, -0.685622], [0.147659, -1.304635, 0.358029], [-0.540986, -4.045259, -0.623896], [-0.385722, -5.098790, -1.529202], [-1.246233, -6.188367, -1.509601], [-2.277106, -6.247240, -0.582706], [-2.438897, -5.218605, 0.331354], [-1.572348, -4.133144, 0.315325], [0.803851, -1.829909, -2.428244], [1.433563, -0.587741, -2.569712], [1.592581, -0.003066, -3.818492], [1.124576, -0.653823, -4.952293], [0.482779, -1.876099, -4.828142], [0.314947, -2.456414, -3.575455], [4.178927, -2.301263, 0.398980], [2.778656, -1.259891, 0.579517], [3.419831, -1.614090, -1.040203], [3.855361, -4.486352, -0.989354], [2.767938, -3.824207, -2.202146], [2.247759, -5.173744, -1.160568], [2.981214, -4.331814, 1.603875], [1.325425, -4.714350, 1.134929], [1.693804, -3.169070, 1.939559], [0.413593, -5.085660, -2.257176], [-1.113574, -6.986650, -2.227977], [-2.947752, -7.096073, -0.571592], [-3.248907, -5.251234, 1.049647], [-1.702676, -3.341697, 1.041717], [1.791159, -0.063203, -1.687599], [2.073297, 0.964578, -3.907717], [1.249518, -0.204558, -5.928709], [0.094125, -2.379637, -5.703649], [-0.225135, -3.390535, -3.501260]], "atomic_forces_ev_per_a": [[-0.824, -0.669, 0.146], [0.077, 0.144, -0.058], [-0.226, -0.083, 0.097], [0.410, -0.429, -0.068], [0.169, 0.128, 0.327], [0.426, 0.303, -0.215], [0.008, -0.008, -0.011], [-0.042, -0.038, -0.099], [0.054, -0.094, 0.034], [-0.082, -0.006, -0.013], [0.025, -0.190, 0.059], [0.172, 0.077, 0.011], [-0.363, -0.089, -0.235], [0.159, 0.048, -0.292], [-0.025, 0.107, -0.038], [-0.243, 0.181, -0.067], [0.123, -0.147, -0.078], [-0.009, -0.046, 0.066], [-0.144, 0.001, 0.034], [-0.012, -0.460, -0.243], [1.002, 0.386, 0.908], [-0.214, -0.381, 0.144], [-0.453, -0.367, -0.046], [-0.051, -0.014, 0.132], [-0.025, 0.020, 0.104], [0.010, -0.026, 0.004], [0.093, -0.034, 0.030], [0.108, -0.004, 0.065], [0.007, -0.007, 0.017], [-0.002, -0.002, 0.006], [-0.048, -0.074, 0.006], [0.022, -0.069, 0.008], [0.031, 0.101, -0.027], [0.007, 0.089, -0.008], [0.012, 0.028, -0.002], [-0.024, 0.008, 0.022], [-0.021, 0.002, 0.030], [0.139, -0.179, -0.170], [-0.168, 0.045, 0.069], [0.334, -0.267, -1.073], [0.007, 0.029, 0.021], [0.020, 0.025, -0.044], [-0.027, -0.048, -0.027], [0.089, -0.055, 0.050], [0.692, -0.564, 0.300], [-2.401, 1.439, -0.492], [0.440, -0.062, 0.301], [0.804, -0.119, 0.031], [2.386, -2.062, -0.402], [-0.927, 2.359, 0.712], [-0.596, 0.913, -0.063], [-0.125, -0.067, 0.034], [0.084, 0.037, 0.040], [-0.012, -0.045, -0.025], [-0.006, 0.079, 0.141], [-0.048, -0.238, -0.255], [-0.738, 0.339, 0.382], [-0.133, 0.033, -0.159], [0.000, 0.018, 0.100], [-0.023, 0.016, -0.045], [0.007, -0.094, 0.039], [0.077, 0.207, -0.078], [0.059, 0.075, -0.089], [0.002, -0.009, -0.055], [0.026, 0.011, 0.001], [-0.016, -0.068, -0.045], [-0.039, -0.006, -0.007], [0.006, -0.005, -0.036], [-0.063, -0.010, 0.123], [-0.025, 0.020, 0.017], [-0.045, -0.006, 0.006], [-0.040, 0.042, -0.052], [0.001, -0.030, 0.026], [-0.021, 0.012, -0.012], [0.031, -0.071, 0.034], [-0.005, -0.046, 0.008], [0.032, -0.024, 0.022], [0.076, -0.028, -0.050], [0.003, 0.005, -0.003], [0.031, 0.022, -0.031], [0.003, -0.010, 0.010]], "charge": 2, "spin_multiplicity": 2, "s_squared": 0.758, "relative_energy_kcal_mol": 31.68, "homo_energy_ev": [-11.8, -11.8]}



# 4
{"formula": "C4H6N2O", "method": "ωB97M-V with the def2-TZVPD basis set", "species": ["N", "C", "C", "C", "C", "O", "N", "H", "H", "H", "H", "H", "H"], "positions_angstrom": [[2.045809, -0.997281, 0.212476], [0.855223, -0.267333, 0.458396], [-0.295353, -0.539374, 1.143117], [-1.351698, 0.197943, 0.504269], [-0.773293, 0.903902, -0.516323], [-1.249571, 1.691033, -1.515910], [0.571007, 0.681649, -0.497651], [1.843069, -1.445016, -0.681970], [2.118043, -1.760754, 0.875220], [-0.401116, -1.253842, 1.950819], [-2.408486, 0.101279, 0.712225], [-2.208186, 1.596992, -1.529395], [1.254551, 1.090802, -1.115273]], "atomic_forces_ev_per_a": [[-0.023, -0.126, 0.143], [-0.282, -0.119, -0.150], [0.093, -0.124, -0.067], [-0.111, 0.148, -0.071], [0.015, -0.135, 0.208], [-0.231, 0.140, 0.139], [-0.105, -0.115, -0.199], [0.490, -0.104, 0.107], [0.159, 0.152, 0.128], [-0.013, 0.032, -0.269], [0.130, 0.234, 0.058], [0.057, 0.116, -0.017], [-0.179, -0.099, -0.010]], "spin_multiplicity": 1, "smiles": "Nc1ccc(O)[nH]1", "relative_energy_kcal_mol": 29.26, "homo_energy_ev": -7.2}



# 5
{"formula": "C6H12", "method": "ωB97M-V with the def2-TZVPD basis set", "species": ["C", "C", "C", "C", "C", "C", "H", "H", "H", "H", "H", "H", "H", "H", "H", "H", "H", "H"], "positions_angstrom": [[1.706835, 0.998219, -0.520111], [1.473412, -0.313302, 0.224016], [0.226369, -0.918946, -0.384302], [-0.921530, -1.534907, 0.351004], [-1.122629, -0.220624, -0.350524], [-1.574035, 0.953029, 0.505898], [1.871851, 0.789221, -1.583320], [0.784119, 1.582042, -0.457254], [2.541009, 1.596501, -0.145130], [1.367753, -0.150361, 1.303868], [2.327834, -0.993485, 0.098418], [0.437508, -1.385885, -1.348290], [-0.891749, -1.463654, 1.436388], [-1.399855, -2.427710, -0.037588], [-1.640458, -0.247733, -1.307164], [-2.622203, 0.764916, 0.774034], [-1.545675, 1.922559, -0.006193], [-1.018557, 1.050123, 1.446252]], "atomic_forces_ev_per_a": [[0.035, 0.126, -0.053], [-0.098, 0.025, 0.056], [0.005, 0.069, -0.113], [-0.082, -0.231, 0.116], [-0.191, -0.018, -0.086], [0.050, -0.008, 0.025], [0.067, 0.084, 0.126], [0.281, 0.142, -0.005], [-0.038, -0.122, -0.001], [-0.098, 0.051, -0.160], [-0.206, 0.101, 0.045], [-0.122, 0.165, 0.122], [-0.035, -0.086, -0.129], [0.141, 0.024, 0.078], [-0.040, -0.146, 0.168], [0.175, 0.123, 0.017], [0.125, -0.216, -0.004], [0.031, -0.085, -0.202]], "spin_multiplicity": 1, "smiles": "CC[C@H]1C[C@H]1C", "relative_energy_kcal_mol": 27.24, "homo_energy_ev": -9.8}



# 6
{"formula": "C7H14N", "method": "ωB97M-V with the def2-TZVPD basis set", "species": ["C", "C", "C", "C", "C", "C", "C", "N", "H", "H", "H", "H", "H", "H", "H", "H", "H", "H", "H", "H", "H", "H"], "positions_angstrom": [[-0.314687, -1.401491, -0.630025], [-0.570402, -0.068673, -1.088301], [-0.160634, -0.041054, 0.458555], [-1.292574, 0.168170, 1.302494], [3.701892, 0.222682, 0.199764], [2.257380, 0.185535, -0.177475], [1.252134, 0.230694, 0.705921], [-3.705520, 0.382924, -0.704192], [-1.062680, -2.025617, -0.184123], [0.616668, -1.841719, -0.920184], [-1.599278, 0.187631, -1.307256], [0.122074, 0.667834, -1.503128], [-1.564910, -0.594167, 2.002655], [-1.725967, 1.121371, 1.567502], [4.164626, -0.583509, -0.376876], [4.193093, 1.202090, -0.118474], [3.832104, 0.032315, 1.241217], [2.128667, 0.165887, -1.254585], [1.524874, 0.497549, 1.742532], [-3.879060, 1.393866, -0.551690], [-3.296742, 0.152232, 0.199176], [-4.621058, -0.054548, -0.603510]], "atomic_forces_ev_per_a": [[1.186, 1.491, 1.515], [-1.609, 0.744, -0.443], [-0.136, -2.369, -0.676], [1.911, 0.553, 0.195], [0.045, 0.624, -1.118], [0.324, 0.809, -0.163], [0.286, 1.829, 0.959], [-0.275, 0.879, 0.901], [-0.733, -0.214, -0.536], [0.378, -0.322, 0.386], [-0.087, 0.134, 0.090], [0.091, -0.955, -0.511], [-1.478, -1.273, -0.779], [0.826, 0.675, 0.254], [0.347, 0.162, 0.156], [-0.654, -1.221, 0.423], [0.290, 0.075, 0.727], [-0.442, -0.256, -0.026], [-0.271, -0.491, -0.515], [-0.087, -0.600, -0.548], [0.142, -0.336, 0.117], [-0.055, 0.063, -0.411]], "charge": 1, "spin_multiplicity": 1, "relative_energy_kcal_mol": 121.36, "homo_energy_ev": -12.7}